Record 1
The following is a DFT calculation (the ωB97M-V functional and the def2-TZVPD basis) of a structure of composition C45H52N4P2Tl in a non-equilibrium geometry.

Computed properties:
HOMO-LUMO gap, eV: 6.366
Lowest unoccupied orbital energy, Eh: -0.2915
Total charge: +3
HOMO energy, eV: -14.3
F_max, eV Å⁻¹: 1.15

Geometry as XYZ:
```
104
Properties=species:S:1:pos:R:3:forces:R:3:lowdin_charge:R:1
Tl -0.923090 -0.023044 -0.742652 0.7679 -0.1543 0.8398 0.9393
C 2.153212 -0.725196 1.274828 -0.1832 0.1465 0.0822 -0.2931
N 2.047776 0.218015 2.330699 0.0215 -0.0590 -0.0903 -0.2123
C 0.747571 0.767103 2.620307 0.1488 0.0597 -0.1565 -0.3052
P -0.645987 -0.385987 2.252628 -0.6788 0.2099 0.2456 1.0310
C -1.998737 0.501513 3.093884 -0.1157 -0.0820 -0.0848 -0.3614
C -2.763174 1.435713 2.395860 0.0295 0.0084 0.0523 -0.0986
C -3.783047 2.129793 3.031844 0.0326 -0.0023 -0.0203 -0.0568
C -4.051276 1.887758 4.370452 -0.0033 0.0024 0.0250 -0.0460
C -3.293804 0.960402 5.074319 0.0096 -0.0085 0.0127 -0.0430
C -2.274007 0.265372 4.443173 0.0115 0.0192 -0.0270 -0.0631
C -0.392155 -1.833178 3.326969 0.2820 -0.0838 -0.1528 -0.3784
C 0.677961 -1.879081 4.223089 -0.0089 -0.0058 0.0436 -0.0756
C 0.816286 -2.953774 5.093120 0.0403 0.0323 -0.0418 -0.0424
C -0.096548 -3.995875 5.069244 0.0031 -0.0097 0.0061 -0.0432
C -1.161818 -3.960230 4.178597 0.0282 -0.0173 -0.0223 -0.0494
C -1.306867 -2.889861 3.312023 0.0176 0.0550 0.0352 -0.0965
C 3.182620 0.624892 3.086801 -0.1226 -0.0778 0.0371 -0.2751
C 4.163996 -0.299574 3.433145 0.0320 -0.0293 0.0159 -0.0300
C 5.247527 0.098081 4.205079 -0.0100 -0.0087 -0.0415 -0.0558
C 5.354152 1.410141 4.642790 0.0178 0.0001 0.0037 -0.0630
C 4.370389 2.327219 4.302968 -0.0438 -0.0016 -0.0093 -0.0554
C 3.285362 1.940599 3.527433 0.0318 0.0603 -0.0041 -0.0376
P 1.648733 -0.079869 -0.413090 0.2311 0.0935 -0.2379 1.0011
C 2.071807 1.660530 -0.517270 -0.0933 0.1175 -0.0144 -0.3801
C 3.195930 2.163070 0.139968 0.0134 -0.0737 0.0070 -0.0741
C 3.543876 3.497233 -0.011139 0.0274 0.0121 0.0102 -0.0262
C 2.783286 4.333373 -0.816352 -0.0146 -0.0061 0.0003 -0.0276
C 1.655831 3.843502 -1.465295 0.0080 -0.0084 -0.0010 -0.0503
C 1.299224 2.513890 -1.311663 0.0714 -0.0100 -0.0014 -0.1262
C 2.681725 -0.984649 -1.580809 -0.3661 -0.1725 -0.2841 -0.3707
C 3.898138 -0.471965 -2.029933 0.0043 0.0169 0.0187 -0.0535
C 4.672957 -1.216352 -2.908524 0.0047 0.0200 -0.0089 -0.0369
C 4.238657 -2.460319 -3.347758 -0.0081 0.0026 -0.0130 -0.0398
C 3.029249 -2.977489 -2.898870 -0.0107 -0.0104 0.0273 -0.0674
C 2.249638 -2.238430 -2.021986 0.0842 -0.0338 0.1367 -0.1307
H 1.525153 -1.613725 1.432646 0.1458 -0.1328 -0.0356 0.0834
H 3.183363 -1.054340 1.144775 0.0225 -0.0138 0.0139 0.1113
H 0.536025 1.670663 2.023180 -0.1042 0.0356 0.0759 0.0995
H 0.667964 1.059367 3.668936 0.1081 -0.0323 0.0330 0.1191
H -2.559900 1.636722 1.354215 -0.0223 0.0085 -0.0372 0.0581
H -4.368222 2.855924 2.482227 0.0155 -0.0082 0.0026 0.1113
H -4.850386 2.420819 4.868392 0.0108 -0.0024 -0.0031 0.1201
H -3.498986 0.775633 6.120469 -0.0014 -0.0036 -0.0138 0.1206
H -1.696232 -0.458947 5.002607 -0.0205 0.0028 0.0086 0.1106
H 1.407406 -1.081602 4.265364 -0.0290 -0.0038 0.0251 0.0974
H 1.641627 -2.967224 5.792996 -0.0101 -0.0107 -0.0093 0.1199
H 0.018190 -4.832777 5.745227 -0.0163 0.0149 0.0006 0.1211
H -1.881012 -4.768420 4.161874 -0.0084 0.0203 0.0076 0.1181
H -2.159194 -2.870957 2.650401 -0.0491 0.0087 0.0606 0.0773
H 4.067971 -1.338703 3.138236 0.0098 0.0132 0.0121 0.1143
H 5.997285 -0.630245 4.485016 0.0004 0.0140 -0.0195 0.1167
H 6.193047 1.713118 5.254325 -0.0075 -0.0023 -0.0165 0.1165
H 4.447075 3.353508 4.637742 -0.0141 -0.0176 0.0170 0.1161
H 2.527807 2.667415 3.257592 0.0084 -0.0091 0.0173 0.1154
H 3.801542 1.526500 0.771951 0.0206 0.0128 -0.0176 0.1126
H 4.415431 3.881977 0.502344 -0.0101 -0.0120 -0.0098 0.1275
H 3.068863 5.369637 -0.939631 -0.0153 -0.0017 0.0190 0.1255
H 1.062707 4.499943 -2.089114 -0.0023 -0.0112 0.0178 0.1187
H 0.419885 2.136500 -1.824803 0.0156 0.0211 -0.0466 0.0447
H 4.246528 0.497770 -1.698213 -0.0162 0.0109 -0.0206 0.1099
H 5.620340 -0.821267 -3.250722 -0.0125 -0.0032 0.0001 0.1241
H 4.844819 -3.028521 -4.041219 0.0123 -0.0100 0.0390 0.1232
H 2.699570 -3.954249 -3.230132 0.0123 0.0095 0.0252 0.1194
H 1.306372 -2.643679 -1.665645 0.0009 -0.0170 -0.0203 0.0985
C -2.848792 -2.341123 0.314220 0.0009 -0.1172 0.0003 -0.1030
N -2.704373 -1.680885 -0.997515 0.1022 0.0193 0.0787 -0.3324
C -2.462897 -2.704706 -2.026853 -0.0747 -0.0099 -0.0461 -0.0657
C -3.924200 -0.887352 -1.279362 -0.1096 0.1005 -0.1185 -0.1332
C -3.773272 0.619968 -1.180259 -0.1345 0.2710 -0.0499 -0.2483
C -4.924827 1.410369 -1.224942 -0.0116 -0.1552 0.0032 -0.0104
C -4.833937 2.789470 -1.168689 0.0007 0.0586 -0.0145 -0.0323
C -3.592721 3.418003 -1.091564 0.0660 0.0372 -0.0345 -0.0458
C -2.434441 2.656594 -1.064281 -0.3851 -0.0920 -0.0822 -0.1230
C -2.555264 1.266509 -1.104074 0.2365 -0.0193 -0.0790 -0.3192
H -3.718067 -3.006005 0.318453 0.0079 -0.0001 -0.0394 0.1196
H -2.980886 -1.587419 1.089009 -0.0329 0.0154 -0.0091 0.0717
H -1.958374 -2.931602 0.525220 0.0239 0.0542 0.0154 0.0881
H -3.275206 -3.436967 -2.054288 -0.0016 0.0116 0.0061 0.1164
H -1.532037 -3.230565 -1.814402 -0.0071 -0.0092 0.0101 0.0957
H -2.393936 -2.232256 -3.006338 -0.0062 0.0152 0.0207 0.0636
H -4.714491 -1.206915 -0.597300 -0.0277 0.0011 -0.0272 0.1415
H -4.283059 -1.116262 -2.285640 0.0743 -0.0954 -0.0136 0.1358
H -5.897157 0.934571 -1.299251 -0.0007 0.0399 0.0382 0.1329
H -5.737363 3.385235 -1.185753 0.0147 -0.0102 -0.0046 0.1250
H -3.529600 4.497660 -1.047175 -0.0304 -0.0109 -0.0089 0.1224
H -1.470189 3.143893 -1.000591 0.0074 -0.0097 0.0746 0.0910
N -1.228272 -0.772584 -6.453349 0.1181 0.1109 0.0139 0.0715
C 0.148638 -1.096163 -5.938934 0.0821 -0.1015 0.0889 -0.0761
C 0.129165 -1.080395 -4.415139 -0.0690 0.2707 -0.1144 -0.1806
N -0.350584 0.183875 -3.844050 -0.1260 -0.2067 -0.1843 -0.0548
C -1.640222 0.582788 -4.420789 0.2103 -0.0218 0.0152 -0.1827
C -1.671751 0.572295 -5.945966 -0.1093 0.1273 0.1054 -0.0779
H -1.884725 -1.489770 -6.138540 -0.0388 -0.0401 -0.0541 0.1866
H -1.244086 -0.791228 -7.475298 0.0055 0.0111 -0.0186 0.1946
H 0.822139 -0.336983 -6.334775 -0.0302 0.0210 -0.0539 0.1465
H 0.448722 -2.067642 -6.327997 -0.0570 -0.0108 -0.0312 0.1467
H 1.138427 -1.277246 -4.061058 -0.0017 -0.0393 0.0152 0.1065
H -0.512699 -1.888351 -4.049954 0.0642 -0.0334 -0.0128 0.1105
H 0.342176 0.910762 -3.998873 0.0051 0.0159 0.0560 0.1222
H -1.892068 1.588552 -4.086308 -0.0607 -0.0280 0.0559 0.1340
H -2.412432 -0.086415 -4.026449 -0.0330 0.0247 -0.0306 0.1126
H -0.985438 1.308395 -6.362641 0.0281 -0.0302 -0.0466 0.1460
H -2.672349 0.775780 -6.323371 -0.0036 -0.0465 -0.0372 0.1472
```
Positions in Å, forces in eV/Å.

Record 2
The following is a DFT calculation (the ωB97M-V functional and the def2-TZVPD basis) of a cluster of 3 separate species, C5H15N3 in total in a non-equilibrium geometry.

Computed properties:
HOMO-LUMO gap (spin up / spin down), eV: 7.694 / 7.691
Lowest unoccupied orbital energy (spin up / spin down), Eh: 0.0182 / 0.0182
Total charge: 0
HOMO energy (spin up / spin down), eV: -7.2 / -7.2
F_max, eV Å⁻¹: 1.97

Geometry as XYZ:
```
23
Properties=species:S:1:pos:R:3:forces:R:3:lowdin_charge:R:1
C -0.511728 -1.344544 1.318830 -1.8552 0.5555 -0.3428 0.0718
C -1.001371 1.517294 0.743074 0.0655 -0.0991 0.2157 -0.1758
C -1.763928 0.076387 -0.994232 -0.2193 -0.3410 0.2693 -0.1586
N -0.795548 0.280543 0.048268 1.1031 -0.7097 0.5670 -0.2691
H -2.051824 1.703063 1.011911 0.0233 0.0009 -0.0077 0.0744
H -2.805003 0.162041 -0.639345 0.0224 -0.0068 -0.0206 0.0754
H -1.285558 -0.893352 1.929049 -0.3682 -0.0294 -0.1088 0.0379
H -0.910019 -1.969668 0.530349 -0.0833 -0.1245 0.0812 0.0373
H 0.091654 -1.927203 2.015191 0.5360 0.3512 -0.4113 0.0330
H -0.644423 2.365765 0.132188 -0.0488 -0.1208 -0.0348 0.0818
H -0.413923 1.541264 1.668272 -0.0384 -0.0237 -0.0434 0.0704
H -1.649145 -0.916390 -1.439240 0.0189 0.0314 0.0025 0.0655
H -1.648084 0.811409 -1.808228 0.1183 -0.0234 0.1681 0.0895
C 1.283429 -0.554248 -1.630644 -0.0376 0.1445 0.0079 -0.0536
C 1.357457 0.237842 -0.350321 1.4270 -0.2336 0.6128 -0.5598
N 1.451680 -0.632378 0.825078 0.0358 0.6860 -0.4509 0.0476
N 1.857703 1.426849 -0.352462 -1.1573 0.0527 -0.5108 0.0758
H 2.061189 -1.432363 0.674698 -0.1313 0.1173 -0.0834 0.1099
H 1.769126 -0.119200 1.641324 0.0875 0.0061 -0.1510 0.1029
H 1.799281 1.895964 0.548597 0.4605 -0.3051 0.1772 0.0214
H 0.710810 -1.473904 -1.514092 -0.0073 0.0226 0.0880 0.0651
H 0.806192 0.057481 -2.392695 0.0902 -0.0214 -0.0414 0.0764
H 2.292031 -0.812652 -1.965570 -0.0419 0.0703 0.0171 0.0808
```
Positions in Å, forces in eV/Å.

Record 3
The following is a DFT calculation (the ωB97M-V functional and the def2-TZVPD basis) of an isolated molecule of CH5N3O in a non-equilibrium geometry.

Computed properties:
HOMO-LUMO gap, eV: 9.397
Lowest unoccupied orbital energy, Eh: 0.0187
Total charge: 0
HOMO energy, eV: -8.9
F_max, eV Å⁻¹: 5.19

Geometry as XYZ:
```
10
Properties=species:S:1:pos:R:3:forces:R:3:lowdin_charge:R:1
C -0.335639 0.287614 0.277311 2.0478 2.1217 0.3786 -0.6144
H 0.378887 -1.791463 0.223119 -1.8730 3.0401 2.1832 0.1614
H -0.017819 -0.744875 1.946983 0.2213 -1.6826 -4.2734 0.1835
H -0.240272 1.628642 1.836610 0.1106 -0.7071 0.8481 0.0069
H 0.050222 1.276585 -1.384734 -0.8078 -2.0099 -0.2383 0.1484
H 0.964391 -0.607866 -1.699038 -2.2532 -2.0098 -0.6633 0.1346
N -0.098024 -0.946981 0.805546 0.5768 -1.1691 2.9840 0.0494
N -0.189827 1.452084 0.860679 -1.1832 -1.1276 -2.3335 0.0698
N -0.488986 0.381445 -1.136550 0.0291 -0.5760 0.6837 -0.0173
O -0.022933 -0.935186 -1.729927 3.1314 4.1203 0.4309 -0.1222
```
Positions in Å, forces in eV/Å.